Record 1
{
  "formula": "C40H53N4O4PPtS2Se2",
  "method": "the ωB97M-V functional and the def2-TZVPD basis",
  "mol_weight_g_mol": 1101.99,
  "e_above_lowest_kcal_mol": 107.8,
  "homo_energy_ha": [-0.0305, -0.0302],
  "energy_ha": -8135.95298,
  "total_charge": -2,
  "elements": ["Pt", "O", "C", "C", "C", "O", "C", "Se", "C", "Se", "H", "H", "H", "H", "H", "H", "H", "H", "H", "H", "S", "C", "C", "C", "C", "N", "C", "C", "C", "S", "C", "N", "H", "H", "C", "C", "C", "C", "P", "N", "C", "C", "C", "C", "C", "C", "C", "C", "H", "H", "H", "H", "H", "H", "H", "H", "H", "H", "H", "H", "H", "H", "H", "H", "H", "H", "H", "H", "H", "H", "H", "H", "H", "H", "H", "C", "C", "C", "C", "C", "C", "N", "C", "C", "C", "C", "C", "C", "C", "O", "O", "C", "C", "H", "H", "H", "H", "H", "H", "H", "H", "H", "H", "H", "H", "H", "H"],
  "positions_angstrom": [[0.607, 1.123, 0.492], [4.469, 3.885, 3.322], [3.250, 3.143, 3.359], [3.440, 1.702, 3.852], [4.048, 1.761, 5.269], [3.168, 2.247, 6.277], [2.105, 0.924, 3.917], [0.462, 1.609, 3.066], [4.501, 0.945, 3.028], [4.687, 1.307, 1.120], [4.944, 3.572, 2.540], [2.772, 3.136, 2.381], [2.574, 3.682, 4.028], [4.944, 2.388, 5.224], [4.343, 0.757, 5.587], [2.745, 3.041, 5.932], [1.790, 0.860, 4.959], [2.243, -0.085, 3.542], [4.347, -0.128, 3.127], [5.500, 1.173, 3.419], [1.987, 0.889, -1.586], [2.632, 2.472, -1.840], [3.505, 2.689, -2.911], [4.128, 3.913, -3.114], [4.997, 4.092, -4.239], [5.683, 4.232, -5.153], [3.884, 4.966, -2.215], [3.004, 4.764, -1.160], [2.342, 3.548, -0.977], [1.163, 3.438, 0.289], [4.512, 6.244, -2.374], [4.999, 7.280, -2.496], [3.702, 1.871, -3.591], [2.823, 5.565, -0.454], [-4.350, 2.574, 0.692], [-3.506, 2.840, -0.562], [-2.466, 3.879, -0.135], [-4.414, 3.422, -1.647], [-2.533, 1.223, -0.960], [-1.440, 0.956, 0.079], [-3.790, -0.230, -0.862], [-3.957, -0.612, 0.620], [-5.158, 0.000, -1.508], [-3.136, -1.438, -1.543], [-1.913, 1.358, -2.770], [-1.175, 2.705, -2.838], [-0.845, 0.267, -2.982], [-2.927, 1.286, -3.915], [-4.701, 3.532, 1.091], [-3.744, 2.087, 1.457], [-5.229, 1.965, 0.487], [-2.968, 4.703, 0.385], [-1.908, 4.301, -0.968], [-1.749, 3.425, 0.547], [-4.973, 4.267, -1.225], [-5.141, 2.697, -2.015], [-3.848, 3.804, -2.496], [-4.747, -0.048, 1.111], [-3.015, -0.446, 1.147], [-4.216, -1.674, 0.697], [-5.734, 0.772, -1.001], [-5.738, -0.929, -1.451], [-5.079, 0.274, -2.559], [-2.105, -1.560, -1.206], [-3.152, -1.353, -2.628], [-3.698, -2.342, -1.282], [-0.506, 2.826, -1.983], [-1.862, 3.550, -2.871], [-0.563, 2.737, -3.745], [-0.319, 0.044, -2.052], [-0.099, 0.625, -3.698], [-1.266, -0.654, -3.378], [-3.745, 1.995, -3.813], [-3.347, 0.285, -4.021], [-2.402, 1.515, -4.850], [-3.784, -6.170, 0.520], [-2.358, -6.045, 0.051], [-1.895, -6.858, -0.979], [-0.593, -6.728, -1.436], [0.253, -5.790, -0.872], [-0.187, -4.982, 0.180], [0.615, -3.995, 0.754], [1.998, -3.930, 0.758], [2.796, -5.081, 0.796], [4.174, -4.989, 0.858], [4.799, -3.749, 0.902], [4.017, -2.606, 0.913], [2.630, -2.670, 0.851], [1.860, -1.375, 0.891], [2.464, -0.331, 1.219], [0.632, -1.370, 0.589], [-1.506, -5.115, 0.651], [-1.998, -4.261, 1.790], [-4.335, -6.872, -0.107], [-4.293, -5.204, 0.484], [-3.836, -6.523, 1.553], [-2.561, -7.586, -1.428], [-0.241, -7.342, -2.257], [1.249, -5.647, -1.266], [0.215, -3.049, 0.801], [2.318, -6.052, 0.797], [4.766, -5.897, 0.878], [5.879, -3.677, 0.939], [4.470, -1.622, 0.944], [-1.172, -3.791, 2.317], [-2.566, -4.858, 2.507], [-2.653, -3.464, 1.433]]
}

=====

Record 2
{
  "formula": "C40H54BN10",
  "method": "the ωB97M-V functional and the def2-TZVPD basis",
  "mol_weight_g_mol": 685.75,
  "e_above_lowest_kcal_mol": 111.6,
  "homo_energy_ha": -0.1832,
  "energy_ha": -2128.13193,
  "total_charge": -1,
  "elements": ["B", "H", "H", "H", "H", "N", "C", "C", "C", "C", "H", "H", "H", "H", "H", "N", "C", "C", "C", "C", "H", "H", "H", "H", "H", "N", "C", "C", "C", "C", "H", "H", "H", "H", "H", "N", "C", "C", "C", "C", "H", "H", "H", "H", "H", "N", "C", "C", "C", "C", "H", "H", "H", "H", "H", "N", "C", "C", "C", "C", "H", "H", "H", "H", "H", "N", "C", "C", "C", "C", "H", "H", "H", "H", "H", "N", "C", "C", "C", "C", "H", "H", "H", "H", "H", "N", "C", "C", "C", "C", "H", "H", "H", "H", "H", "N", "C", "C", "C", "C", "H", "H", "H", "H", "H"],
  "positions_angstrom": [[14.549, 10.196, 2.147], [15.343, 9.774, 2.915], [15.099, 9.986, 1.114], [13.470, 9.519, 2.264], [14.314, 11.306, 2.206], [17.582, 11.684, 2.016], [17.478, 13.099, 2.032], [18.775, 13.720, 1.823], [19.749, 12.496, 1.553], [18.949, 11.239, 1.695], [16.633, 11.119, 2.211], [16.617, 13.485, 1.987], [19.085, 14.703, 1.725], [20.810, 12.592, 1.261], [19.252, 10.195, 1.766], [12.481, 8.060, 0.458], [12.971, 6.870, -0.033], [11.810, 6.503, -1.119], [10.814, 7.597, -1.071], [11.315, 8.618, -0.050], [13.124, 8.410, 1.224], [14.029, 6.359, 0.161], [11.805, 5.523, -1.607], [9.811, 7.673, -1.622], [10.856, 9.628, 0.264], [12.019, 12.878, 0.988], [12.585, 12.277, -0.064], [12.921, 13.406, -1.064], [12.369, 14.644, -0.469], [11.706, 14.222, 0.813], [11.865, 12.489, 1.923], [12.782, 11.241, -0.101], [13.383, 13.281, -2.033], [12.333, 15.608, -0.902], [11.172, 14.718, 1.419], [15.543, 9.480, -3.071], [14.530, 9.096, -2.231], [13.139, 9.781, -2.727], [13.538, 10.513, -3.993], [15.050, 10.436, -4.045], [16.490, 9.422, -2.891], [14.640, 8.394, -1.320], [12.289, 9.635, -2.279], [12.828, 11.059, -4.412], [15.583, 11.053, -4.738], [15.727, 5.141, 2.592], [15.610, 4.063, 3.324], [14.192, 3.968, 3.911], [13.608, 5.243, 3.199], [14.649, 5.974, 2.572], [16.524, 5.452, 1.948], [16.246, 3.416, 3.550], [13.423, 3.387, 4.334], [12.599, 5.738, 3.418], [14.740, 6.837, 1.957], [17.717, 12.584, -0.322], [16.505, 12.462, -1.090], [16.751, 12.867, -2.393], [18.178, 13.210, -2.612], [18.745, 13.046, -1.095], [17.788, 12.088, 0.534], [15.674, 11.864, -0.787], [16.099, 13.131, -3.103], [18.616, 13.821, -3.381], [19.538, 13.418, -0.450], [10.512, 9.161, 5.082], [9.383, 8.377, 5.508], [10.010, 7.303, 6.437], [11.523, 7.558, 6.508], [11.704, 8.640, 5.502], [10.277, 10.091, 4.329], [8.367, 8.622, 5.214], [9.523, 6.447, 6.987], [12.373, 7.117, 6.986], [12.597, 8.906, 4.961], [15.792, 12.575, 6.578], [14.808, 12.138, 5.763], [13.579, 12.114, 6.562], [13.852, 13.135, 7.714], [15.320, 13.232, 7.775], [16.727, 12.447, 6.210], [15.016, 11.654, 4.925], [12.596, 11.571, 6.345], [13.131, 13.516, 8.272], [15.975, 13.849, 8.411], [11.102, 11.139, 2.843], [10.920, 12.239, 3.541], [9.459, 12.747, 3.433], [8.791, 11.688, 2.584], [9.892, 10.623, 2.363], [11.946, 10.677, 2.736], [11.881, 12.754, 3.885], [9.041, 13.713, 3.787], [7.756, 11.523, 2.220], [9.719, 9.692, 1.838], [15.860, 6.563, 5.496], [16.353, 7.792, 5.979], [17.013, 7.619, 7.230], [17.074, 6.197, 7.466], [16.214, 5.485, 6.349], [15.398, 6.363, 4.419], [16.254, 8.728, 5.298], [17.277, 8.452, 7.884], [17.646, 5.691, 8.021], [15.926, 4.395, 6.243]]
}

=====

Record 3
{
  "formula": "C40H54CsN12SSi2",
  "method": "the ωB97M-V functional and the def2-TZVPD basis",
  "mol_weight_g_mol": 924.10,
  "e_above_lowest_kcal_mol": 10.4,
  "homo_energy_ha": [-0.1196, -0.0657],
  "energy_ha": -3211.06007,
  "total_charge": -1,
  "elements": ["Cs", "C", "Si", "C", "C", "N", "C", "C", "C", "C", "C", "C", "N", "Si", "C", "C", "C", "H", "H", "H", "H", "H", "H", "H", "H", "H", "H", "H", "H", "H", "H", "H", "H", "H", "H", "H", "H", "H", "H", "C", "N", "C", "N", "C", "N", "C", "N", "C", "C", "H", "H", "H", "H", "H", "H", "H", "H", "H", "H", "H", "H", "N", "C", "C", "C", "C", "C", "C", "C", "N", "C", "C", "N", "C", "H", "H", "H", "H", "H", "H", "H", "N", "C", "S", "C", "C", "C", "N", "C", "C", "H", "H", "H", "H", "H", "H", "N", "C", "C", "C", "C", "C", "C", "H", "H", "H", "H", "H", "H", "H"],
  "positions_angstrom": [[18.752, 14.513, 6.597], [20.877, 19.804, 8.176], [20.837, 18.554, 6.732], [21.823, 19.293, 5.295], [21.624, 16.900, 7.233], [19.161, 18.170, 6.306], [18.279, 19.100, 6.210], [18.576, 20.525, 6.039], [17.625, 21.494, 6.201], [16.225, 21.175, 6.320], [15.798, 19.855, 6.397], [16.769, 18.754, 6.279], [16.431, 17.531, 6.017], [14.772, 16.913, 5.980], [13.852, 17.262, 7.591], [14.874, 15.070, 5.656], [13.793, 17.703, 4.563], [20.702, 20.829, 7.851], [21.863, 19.794, 8.679], [20.070, 19.577, 8.883], [22.785, 19.657, 5.643], [21.300, 20.088, 4.771], [22.001, 18.573, 4.471], [22.712, 16.867, 7.425], [21.460, 16.282, 6.385], [21.116, 16.491, 8.119], [19.614, 20.745, 5.759], [18.001, 22.541, 6.163], [15.514, 21.986, 6.479], [14.740, 19.565, 6.554], [14.058, 18.267, 7.998], [14.174, 16.606, 8.397], [12.797, 17.137, 7.358], [15.518, 14.597, 6.403], [15.275, 15.012, 4.638], [13.914, 14.510, 5.692], [13.630, 18.801, 4.707], [12.819, 17.289, 4.473], [14.278, 17.587, 3.576], [18.967, 9.451, 6.058], [19.663, 10.733, 5.908], [20.756, 10.511, 4.951], [21.709, 9.476, 5.433], [20.925, 8.236, 5.554], [19.853, 8.416, 6.523], [20.479, 8.753, 7.806], [21.213, 10.042, 7.743], [20.258, 11.092, 7.213], [22.236, 9.862, 6.715], [18.531, 9.131, 5.127], [18.205, 9.620, 6.809], [21.249, 11.491, 4.844], [20.305, 10.244, 3.986], [21.612, 7.438, 5.815], [20.467, 8.023, 4.591], [21.190, 8.021, 8.126], [19.636, 8.909, 8.497], [20.858, 12.012, 7.122], [19.426, 11.215, 7.881], [22.937, 9.054, 6.996], [22.819, 10.789, 6.587], [9.203, 9.535, 11.282], [10.175, 9.764, 10.689], [11.325, 10.089, 9.932], [11.453, 9.508, 8.638], [12.442, 9.904, 7.766], [13.389, 10.866, 8.182], [13.216, 11.512, 9.416], [12.174, 11.171, 10.265], [14.475, 11.210, 7.325], [14.711, 10.855, 5.982], [15.945, 11.394, 5.662], [16.479, 12.081, 6.736], [15.590, 11.956, 7.696], [10.715, 8.735, 8.339], [12.527, 9.409, 6.786], [13.842, 12.391, 9.716], [11.910, 11.757, 11.154], [14.014, 10.239, 5.415], [16.480, 11.377, 4.740], [15.628, 12.371, 8.706], [27.502, 14.611, 7.096], [26.948, 14.177, 5.964], [27.791, 14.090, 4.530], [25.485, 13.898, 6.110], [24.670, 13.992, 4.957], [23.329, 13.803, 5.070], [22.779, 13.258, 6.169], [23.547, 13.178, 7.260], [24.887, 13.420, 7.300], [28.388, 15.075, 6.950], [26.901, 14.845, 7.884], [25.114, 14.297, 3.980], [22.571, 14.057, 4.313], [23.035, 12.761, 8.190], [25.468, 13.178, 8.176], [19.151, 14.919, 9.580], [19.377, 13.595, 10.120], [18.307, 12.825, 10.621], [18.594, 11.555, 11.110], [19.890, 11.039, 11.133], [20.923, 11.734, 10.479], [20.622, 13.007, 9.947], [18.265, 15.342, 9.919], [19.887, 15.545, 9.918], [17.323, 13.226, 10.768], [17.789, 10.931, 11.372], [20.039, 10.029, 11.513], [21.930, 11.350, 10.411], [21.341, 13.563, 9.363]]
}

=====

Record 4
{
  "formula": "C40H55AsO3PPd",
  "method": "the ωB97M-V functional and the def2-TZVPD basis",
  "mol_weight_g_mol": 796.19,
  "e_above_lowest_kcal_mol": 24.2,
  "homo_energy_ha": -0.1343,
  "energy_ha": -4488.00778,
  "total_charge": -1,
  "elements": ["Pd", "C", "C", "C", "O", "C", "O", "O", "H", "H", "H", "H", "H", "H", "H", "C", "C", "C", "C", "C", "C", "As", "C", "C", "C", "C", "C", "C", "C", "C", "C", "C", "C", "C", "H", "H", "H", "H", "H", "H", "H", "H", "H", "H", "H", "H", "H", "H", "H", "C", "C", "C", "C", "C", "C", "P", "C", "C", "C", "C", "C", "C", "C", "C", "C", "C", "C", "C", "H", "H", "H", "H", "H", "H", "H", "H", "H", "H", "H", "H", "H", "H", "H", "H", "H", "H", "H", "H", "H", "H", "H", "H", "H", "H", "H", "H", "H", "H", "H", "H", "H"],
  "positions_angstrom": [[-0.103, 1.039, 0.158], [-0.889, 4.856, 0.448], [0.377, 4.184, -0.056], [1.356, 5.199, -0.625], [1.017, 3.490, 1.033], [0.019, 3.094, -1.137], [0.881, 2.882, -2.014], [-1.172, 2.650, -1.113], [-0.637, 5.640, 1.174], [-1.542, 4.121, 0.915], [-1.440, 5.309, -0.377], [1.711, 5.858, 0.174], [0.878, 5.807, -1.395], [2.198, 4.679, -1.077], [0.953, 4.047, 1.817], [-3.770, 0.060, 6.381], [-2.408, 0.258, 6.202], [-1.916, 0.581, 4.944], [-2.763, 0.702, 3.845], [-4.127, 0.504, 4.038], [-4.626, 0.186, 5.295], [-1.868, 0.993, 2.065], [-3.440, 1.682, 1.115], [-3.785, 1.265, -0.166], [-4.833, 1.868, -0.846], [-5.538, 2.912, -0.263], [-5.189, 3.351, 1.006], [-4.147, 2.738, 1.687], [-2.011, -0.954, 1.714], [-3.153, -1.580, 1.226], [-3.222, -2.966, 1.142], [-2.165, -3.748, 1.587], [-1.033, -3.131, 2.102], [-0.949, -1.747, 2.144], [-4.161, -0.190, 7.359], [-1.730, 0.161, 7.041], [-0.849, 0.736, 4.811], [-4.811, 0.588, 3.202], [-5.690, 0.030, 5.424], [-3.205, 0.494, -0.655], [-5.075, 1.540, -1.849], [-6.345, 3.393, -0.802], [-5.726, 4.172, 1.466], [-3.880, 3.087, 2.680], [-4.005, -0.990, 0.913], [-4.113, -3.434, 0.741], [-2.222, -4.828, 1.532], [-0.204, -3.731, 2.460], [-0.046, -1.272, 2.509], [2.556, -4.942, -0.285], [3.149, -3.970, 0.746], [2.437, -2.606, 0.720], [1.923, -2.290, -0.687], [0.803, -3.287, -1.036], [1.060, -4.686, -0.445], [1.325, -0.535, -0.831], [0.618, -0.438, -2.553], [-0.863, -0.833, -2.621], [-1.501, -0.131, -3.824], [-0.571, -0.165, -5.057], [0.457, -1.289, -4.943], [1.385, -1.057, -3.739], [2.895, 0.456, -1.050], [3.378, 1.021, 0.299], [4.729, 1.706, 0.120], [5.823, 0.685, -0.247], [5.240, -0.542, -0.962], [4.069, -0.147, -1.860], [2.747, -5.975, 0.015], [3.044, -4.801, -1.254], [4.217, -3.834, 0.550], [3.067, -4.404, 1.747], [3.111, -1.830, 1.083], [1.581, -2.607, 1.402], [2.753, -2.420, -1.387], [0.705, -3.360, -2.121], [-0.151, -2.906, -0.660], [0.602, -5.448, -1.079], [0.582, -4.770, 0.536], [0.631, 0.654, -2.673], [-1.366, -0.529, -1.699], [-0.974, -1.918, -2.704], [-1.693, 0.907, -3.540], [-2.464, -0.592, -4.060], [-0.038, 0.787, -5.140], [-1.154, -0.280, -5.974], [1.049, -1.363, -5.860], [-0.066, -2.245, -4.833], [2.185, -0.374, -4.036], [1.864, -2.002, -3.465], [2.502, 1.320, -1.597], [3.473, 0.237, 1.059], [2.626, 1.722, 0.665], [5.012, 2.246, 1.026], [4.630, 2.454, -0.673], [6.352, 0.362, 0.655], [6.569, 1.158, -0.892], [4.895, -1.276, -0.229], [6.021, -1.035, -1.549], [3.751, -1.005, -2.449], [4.423, 0.595, -2.585]]
}